1.
5
Properties=species:S:1:pos:R:3:forces:R:3 method="wB97M-V/def2-TZVPD" spin_multiplicity=1 homo_energy_ev=-11.85 relative_energy_kcal_mol=14.15 e_lumo_ev=0.590 orbital_gap_ev=12.44 smiles=FC(F)(Cl)Cl largest_force_ha_per_bohr=0.0824 charge=0
C 0.0153 -0.0170 0.0706 3.533 -0.647 -2.251
F 0.7841 -1.0966 0.5832 -0.644 1.999 -1.554
F 0.7113 1.1377 0.1011 0.509 -0.325 1.698
Cl -0.1849 -0.0483 -1.7381 -0.475 -1.323 0.627
Cl -1.3258 0.0243 0.9832 -2.923 0.297 1.480


2.
6
Properties=species:S:1:pos:R:3:forces:R:3 method="wB97M-V/def2-TZVPD" spin_multiplicity=1 homo_energy_ev=-2.10 relative_energy_kcal_mol=10.64 e_lumo_ev=3.236 orbital_gap_ev=5.34 largest_force_ha_per_bohr=0.0298 charge=-1
C 0.3859 0.2546 2.0429 -0.101 0.014 0.149
N 0.1442 0.0317 -1.8073 1.215 0.646 0.677
O 1.1628 -0.5775 2.2263 0.558 -0.562 -0.071
O -0.3937 1.0974 1.9552 -0.483 0.540 -0.209
Cl -0.9467 0.7907 -2.9073 -0.728 0.231 -0.601
Cl -0.3524 -1.5968 -1.5099 -0.461 -0.870 0.055


3.
8
Properties=species:S:1:pos:R:3:forces:R:3 method="wB97M-V/def2-TZVPD" spin_multiplicity=1 homo_energy_ev="-9.33 / -9.33" relative_energy_kcal_mol=43.43 e_lumo_ev="-2.686 / -2.687" orbital_gap_ev="6.64 / 6.64" largest_force_ha_per_bohr=0.0426 charge=0
C 0.2592 0.0934 -1.4865 -0.506 0.174 1.293
N -0.2864 -0.1075 1.6037 -0.322 0.244 0.270
O 0.5980 -0.9048 1.3546 1.056 -0.888 0.065
O -0.7516 0.0780 2.6969 -0.254 0.023 0.934
O -0.7552 0.5772 0.6414 0.026 0.388 -2.156
Cl 1.5540 1.1196 -1.2173 -0.137 -0.209 -0.138
Cl -1.0879 0.6865 -2.2856 0.199 -0.108 0.059
Cl 0.4699 -1.5423 -1.3072 -0.061 0.374 -0.327


4.
7
Properties=species:S:1:pos:R:3:forces:R:3 method="wB97M-V/def2-TZVPD" spin_multiplicity=1 homo_energy_ev="-8.45 / -9.20" relative_energy_kcal_mol=53.34 e_lumo_ev="-1.550 / -0.686" orbital_gap_ev="6.90 / 8.51" largest_force_ha_per_bohr=0.0494 charge=0
C -1.1659 -0.0149 0.2717 0.662 2.448 0.139
O 0.6187 -0.8557 -1.0135 0.737 0.499 0.664
S 1.8132 -0.7116 -0.1292 -0.229 -0.638 -0.379
Cl -0.7627 -0.5610 1.8203 -0.048 -0.220 0.016
Cl -0.9060 1.7871 0.0926 -0.279 -1.806 0.059
Cl -2.4538 -0.6501 -0.5529 -0.679 -0.383 -0.327
Cl 2.8566 1.0063 -0.4890 -0.164 0.100 -0.172


5.
7
Properties=species:S:1:pos:R:3:forces:R:3 method="wB97M-V/def2-TZVPD" spin_multiplicity=1 homo_energy_ev=-3.71 relative_energy_kcal_mol=40.62 e_lumo_ev=3.133 orbital_gap_ev=6.84 largest_force_ha_per_bohr=0.0600 charge=-1
C 1.8884 0.1017 0.4361 -0.744 0.746 1.903
O -2.2457 -0.7538 0.8414 -0.087 -1.185 1.162
O -2.1286 0.9669 -0.7785 1.039 -1.316 -0.252
F 2.2332 0.8356 -0.6168 0.319 0.267 -1.263
F 0.4980 0.7298 0.6854 0.564 -0.518 -0.097
S -1.5776 -0.3183 -0.3341 -1.136 2.720 -0.906
Cl 1.3322 -1.5618 -0.2335 0.044 -0.715 -0.548


6.
6
Properties=species:S:1:pos:R:3:forces:R:3 method="wB97M-V/def2-TZVPD" spin_multiplicity=1 homo_energy_ev=-10.08 relative_energy_kcal_mol=58.42 e_lumo_ev=-1.413 orbital_gap_ev=8.67 largest_force_ha_per_bohr=0.0737 charge=0
C -0.3821 0.8312 0.0238 2.253 1.830 1.072
N 0.7355 1.3578 0.0957 -0.916 0.046 0.019
N -1.0347 -0.1127 -0.3557 -2.766 -1.612 -2.033
O 0.9890 -1.3537 -0.2408 0.016 -0.302 0.051
F -2.1147 -0.5720 0.3403 0.428 0.062 0.547
Cl 1.8071 -0.1506 0.1367 0.985 -0.025 0.345


7.
10
Properties=species:S:1:pos:R:3:forces:R:3 method="wB97M-V/def2-TZVPD" spin_multiplicity=2 homo_energy_ev="-3.98 / -4.10" e_lumo_ev="0.883 / 1.173" orbital_gap_ev="4.86 / 5.28" largest_force_ha_per_bohr=0.1832 charge=-1
Zr -0.2726 1.4852 -1.6073 -0.307 -7.248 6.011
C -1.5859 0.5797 1.3618 -3.340 -1.953 5.699
O -0.8712 0.0358 2.3514 -3.297 2.192 -3.243
O -2.8659 0.8696 1.2018 3.347 -0.960 1.307
O -0.9058 0.8426 0.3178 4.065 3.765 -7.582
Cl -1.0370 -0.9501 -2.0439 -0.072 1.925 -0.967
N 1.9347 -0.7614 -0.4566 -3.032 0.498 7.417
O 2.5960 -1.7330 -0.7012 0.781 0.582 -3.746
O 1.4817 0.2888 -1.1548 1.207 0.848 -3.122
O 1.5260 -0.6570 0.7309 0.647 0.351 -1.775


8.
9
Properties=species:S:1:pos:R:3:forces:R:3 method="wB97M-V/def2-TZVPD" spin_multiplicity=3 homo_energy_ev="-10.27 / -12.14" e_lumo_ev="-1.118 / -4.988" orbital_gap_ev="9.15 / 7.16" largest_force_ha_per_bohr=0.0890 charge=0
C -0.1085 0.0623 -0.4087 2.804 1.465 -0.535
N -1.3680 -0.4515 0.0599 2.399 0.190 0.802
N 1.3829 -0.1129 0.0923 -4.485 0.292 -0.228
O -1.7562 -1.2074 -0.7444 -2.530 -2.731 -2.664
O -1.8597 -0.1808 1.1062 -0.155 0.995 1.604
O 2.1172 0.7425 -0.2822 0.960 -0.044 0.025
O 1.4859 -1.0604 0.8019 1.377 -0.741 0.837
F -0.0465 0.2543 -1.6948 -0.352 0.082 -0.224
F 0.1527 1.9539 1.0697 -0.018 0.494 0.383


9.
9
Properties=species:S:1:pos:R:3:forces:R:3 method="wB97M-V/def2-TZVPD" spin_multiplicity=1 homo_energy_ev=-5.46 relative_energy_kcal_mol=11.37 e_lumo_ev=3.951 orbital_gap_ev=9.41 largest_force_ha_per_bohr=0.0742 charge=-1
C -0.6651 -1.5468 0.3728 0.007 0.186 -0.580
N 0.7886 1.7781 0.2484 0.192 0.568 0.010
O -0.7888 -2.4173 1.1693 -0.725 -1.734 0.863
O -0.9955 -1.3641 -0.8471 -0.315 -0.808 -0.218
O 0.0237 -0.4258 0.7765 1.061 1.575 -0.577
O 1.2618 -0.1043 -1.5465 -2.614 1.215 2.496
F -0.3916 2.2495 0.8444 -0.141 -0.151 0.579
F 0.8498 2.7051 -0.8008 0.540 0.133 -0.361
S 0.0685 0.3469 -0.7039 1.995 -0.983 -2.212


10.
5
Properties=species:S:1:pos:R:3:forces:R:3 method="wB97M-V/def2-TZVPD" spin_multiplicity=1 homo_energy_ev="-11.85 / -9.58" relative_energy_kcal_mol=93.00 e_lumo_ev="-1.045 / -2.188" orbital_gap_ev="10.80 / 7.40" largest_force_ha_per_bohr=0.0966 charge=0
C -0.3875 0.7654 -0.4752 -0.825 -4.435 2.074
O 0.0255 -1.5457 0.9101 1.637 0.907 -0.496
O 0.5329 1.3935 -0.5812 3.411 3.066 -0.786
F -1.6054 0.8162 -0.7530 -2.460 0.636 -0.834
F 1.4345 -1.4293 0.8993 -1.764 -0.174 0.043


11.
13
Properties=species:S:1:pos:R:3:forces:R:3 method="wB97M-V/def2-TZVPD" spin_multiplicity=1 homo_energy_ev="-8.35 / -7.55" e_lumo_ev="-2.704 / -2.474" orbital_gap_ev="5.65 / 5.08" largest_force_ha_per_bohr=0.1482 charge=0
Mg -2.4191 -0.5288 0.7254 1.371 0.235 -0.675
N 0.7085 -1.0904 0.2867 1.041 2.130 1.312
S 0.2883 -1.2900 1.9550 0.679 0.599 0.646
O -1.2417 -1.8963 1.6683 -1.736 2.274 3.512
S 0.2305 0.3416 -0.3648 0.294 0.134 -0.316
O -1.0052 0.8806 0.3926 -0.390 -0.670 -0.013
O -0.6488 0.0952 -2.8629 -4.142 -2.914 -0.018
C 1.5193 1.5752 0.1972 -0.273 -0.238 0.155
F 1.6245 1.6520 1.5103 0.078 0.048 0.451
F 2.6838 1.2100 -0.3183 0.122 -0.103 -0.079
F 1.1842 2.7649 -0.2837 -0.090 0.163 -0.071
Hg -0.7145 -2.6036 -0.1474 -0.841 -4.538 -6.066
S -2.2097 -1.1103 -2.7585 3.886 2.880 1.162


12.
13
Properties=species:S:1:pos:R:3:forces:R:3 method="wB97M-V/def2-TZVPD" spin_multiplicity=1 homo_energy_ev="-6.31 / -6.31" e_lumo_ev="-2.076 / -2.077" orbital_gap_ev="4.24 / 4.24" largest_force_ha_per_bohr=0.1215 charge=0
Mg 2.0402 -0.2442 1.5125 -0.424 -0.233 -0.361
N 0.0479 1.2713 -0.4759 0.145 -0.430 0.383
S 0.3370 2.2288 0.9366 0.034 -0.157 -0.686
O 1.9277 1.7548 1.1345 0.398 -0.350 0.476
S -0.4246 -0.2774 -0.1670 0.224 0.091 0.134
O 0.1080 -0.7341 1.2155 0.185 0.352 -0.553
O 0.9700 -2.5952 -2.2535 6.143 0.692 0.674
C -2.2465 -0.1267 0.2354 0.423 -0.104 0.006
F -2.4945 0.6684 1.2589 -0.050 0.285 0.305
F -2.8635 0.3383 -0.8416 -0.116 0.127 -0.217
F -2.7070 -1.3411 0.5080 -0.073 -0.181 0.064
Yb 2.5182 1.4707 -1.0181 -0.655 -0.522 -0.292
S 2.7871 -2.4136 -2.0454 -6.234 0.431 0.066


13.
8
Properties=species:S:1:pos:R:3:forces:R:3 method="wB97M-V/def2-TZVPD" spin_multiplicity=3 homo_energy_ev="-8.31 / -12.84" relative_energy_kcal_mol=3.00 e_lumo_ev="0.452 / -5.406" orbital_gap_ev="8.76 / 7.43" largest_force_ha_per_bohr=0.1676 charge=0
C 1.0587 -0.0629 -0.0138 4.017 1.347 1.083
N -1.6312 0.0077 -0.0562 -5.797 -4.766 -2.220
O -2.3790 -0.8655 0.1106 -2.978 -1.107 1.305
O -1.6124 1.1253 -0.1011 -0.129 8.592 0.676
O -0.1050 -0.6625 -0.0640 7.784 -2.735 0.156
F 2.0351 -1.0652 0.0508 -1.388 1.142 -0.677
F 1.3213 0.7095 1.0977 -1.027 -0.970 -0.602
F 1.3126 0.8137 -1.0240 -0.482 -1.503 0.280


14.
10
Properties=species:S:1:pos:R:3:forces:R:3 method="wB97M-V/def2-TZVPD" spin_multiplicity=1 homo_energy_ev="-11.12 / -9.23" relative_energy_kcal_mol=51.69 e_lumo_ev="-0.421 / -3.696" orbital_gap_ev="10.70 / 5.53" largest_force_ha_per_bohr=0.0924 charge=0
C -1.2870 0.1265 1.4617 1.026 1.465 0.704
N 1.9572 0.8167 -2.1355 -2.866 0.501 3.574
O 1.6618 0.9950 -3.2182 -0.292 0.479 -4.716
O 2.8542 0.5343 -1.4732 3.233 -0.930 1.141
O -0.1775 -2.2653 0.7667 -1.126 0.808 -0.490
O -0.1677 -0.3560 -0.9092 -1.932 -1.643 1.551
F -2.0617 1.1419 1.0698 -0.226 -1.212 -0.227
F -1.7210 -0.4561 2.5460 -1.188 -0.663 0.000
F -0.1315 0.6798 1.8219 0.562 -0.233 -0.730
S -0.9267 -1.2168 0.0700 2.810 1.430 -0.806


15.
7
Properties=species:S:1:pos:R:3:forces:R:3 method="wB97M-V/def2-TZVPD" spin_multiplicity=1 homo_energy_ev="-11.39 / -9.66" relative_energy_kcal_mol=92.63 e_lumo_ev="-0.394 / -3.796" orbital_gap_ev="11.00 / 5.86" largest_force_ha_per_bohr=0.0644 charge=0
C 0.1673 0.8815 0.9521 -0.644 0.099 -0.303
O -0.4827 -2.2175 -2.2837 -0.717 -2.853 -1.523
O 0.1317 0.0675 -1.5172 -0.109 -0.058 1.192
F -0.2072 -0.3454 1.3048 -0.190 0.226 0.439
F -0.6621 1.8067 1.3692 -0.467 -0.091 0.112
F 1.3619 1.1310 1.3543 1.351 0.098 0.337
P -0.3088 -1.3237 -1.1795 0.776 2.580 -0.255


16.
7
Properties=species:S:1:pos:R:3:forces:R:3 method="wB97M-V/def2-TZVPD" spin_multiplicity=1 homo_energy_ev=-20.26 relative_energy_kcal_mol=8.63 e_lumo_ev=-6.228 orbital_gap_ev=14.03 smiles="O=C(F)[N+](F)(F)F" largest_force_ha_per_bohr=0.1060 charge=+1
C -0.7282 -0.2134 -0.7633 4.279 -2.913 -1.712
N 0.3455 0.1789 0.4886 0.105 0.033 0.307
O -1.7830 0.1804 -0.8217 -0.788 0.314 -0.010
F 0.1752 -1.0205 -1.4315 -3.465 2.158 1.052
F 0.6818 1.4489 0.4523 -0.124 0.486 -0.076
F -0.1517 -0.0657 1.6815 -0.377 0.008 0.183
F 1.4604 -0.5086 0.3942 0.370 -0.086 0.255


17.
7
Properties=species:S:1:pos:R:3:forces:R:3 method="wB97M-V/def2-TZVPD" spin_multiplicity=1 homo_energy_ev=-15.75 relative_energy_kcal_mol=14.24 e_lumo_ev=-6.693 orbital_gap_ev=9.06 largest_force_ha_per_bohr=0.0731 charge=+1
C 2.4305 -0.1712 -0.0594 -0.523 0.626 -0.026
N -2.3219 0.3002 -0.4059 -1.249 -1.903 -1.885
O 1.6780 0.6007 -0.3658 0.719 -0.800 0.204
F 3.2470 -0.9809 0.3042 -0.252 0.165 -0.186
F -3.2110 -0.5052 0.2679 0.436 -0.451 -0.475
F -1.1295 -0.4415 -0.4242 -0.035 -0.492 0.098
F -2.0660 1.1591 0.4918 0.904 2.855 2.269


18.
10
Properties=species:S:1:pos:R:3:forces:R:3 method="wB97M-V/def2-TZVPD" spin_multiplicity=1 homo_energy_ev=-14.74 relative_energy_kcal_mol=0.00 e_lumo_ev=-6.193 orbital_gap_ev=8.55 largest_force_ha_per_bohr=0.0460 charge=+1
C 2.1664 -1.5446 2.2274 2.172 0.445 0.388
O -0.9942 -0.2487 -0.0162 -0.179 0.544 -0.533
O 2.5919 -0.6705 1.5832 -1.163 -0.367 -0.099
O 1.9864 -2.4253 2.9599 -1.015 -0.065 -0.304
Yb -2.8715 -1.1465 -0.8544 0.674 0.465 0.036
P -0.5693 0.9418 -0.8739 1.848 1.421 0.402
F -1.9678 0.4970 -2.0105 -0.485 -0.234 -0.145
F -1.3158 2.3266 -0.8020 0.324 -1.337 -0.172
F 0.6700 1.5313 -0.0513 -1.239 -0.914 -0.565
F 0.3040 0.7388 -2.1621 -0.937 0.044 0.991


19.
7
Properties=species:S:1:pos:R:3:forces:R:3 method="wB97M-V/def2-TZVPD" spin_multiplicity=1 homo_energy_ev=-11.96 relative_energy_kcal_mol=13.39 e_lumo_ev=0.818 orbital_gap_ev=12.78 smiles=FN(F)C(F)(F)F largest_force_ha_per_bohr=0.0615 charge=0
C 0.5982 -0.0654 0.0605 2.643 0.503 1.246
N -0.7672 -0.1537 -0.4204 -2.914 -0.637 -1.055
F 0.9772 1.1874 -0.1096 0.048 0.199 -0.653
F 0.9334 -0.3358 1.3508 -1.290 -0.615 -1.164
F 1.3727 -0.8697 -0.7399 -1.428 0.786 1.158
F -1.7004 -0.8315 0.3625 1.735 -0.112 0.160
F -1.4139 1.0687 -0.5039 1.207 -0.124 0.308


20.
7
Properties=species:S:1:pos:R:3:forces:R:3 method="wB97M-V/def2-TZVPD" spin_multiplicity=1 homo_energy_ev=-3.70 relative_energy_kcal_mol=49.69 e_lumo_ev=4.036 orbital_gap_ev=7.73 smiles="N#[N+][N-]C(=S)[N-]F" largest_force_ha_per_bohr=0.0455 charge=-1
C 0.5151 -0.0747 0.4489 2.320 -0.218 0.183
N -2.3963 -0.5625 -1.4380 0.488 0.363 1.238
N -0.5726 -0.8135 -0.0185 -0.832 -1.137 0.769
N -1.5420 -0.5492 -0.6817 -0.296 0.336 -1.985
N 0.5700 1.1392 0.0452 -1.428 1.544 -0.813
F 1.7157 1.8870 0.4280 -0.177 -0.980 0.250
S 1.7101 -1.0262 1.2161 -0.074 0.091 0.358